ORCA calculation (the ωB97M-V functional and the def2-TZVPD basis) on C18H22N6O6Pd as an isolated structure.

Its total charge is +2. The HOMO energy is -14.81 eV. The electronic energy comes out at -43714.65725 eV. As for the spin multiplicity: 1. The calculation puts the energy above the lowest of the compared OMol25 structures with the same formula, charge and spin at 0.0819 eV. The calculation puts the HOMO-LUMO gap at 8.199 eV.

Structure (XYZ):
```
53
Properties=species:S:1:pos:R:3:forces:R:3
Pd 0.363 -0.504 -0.433 -0.52 0.20 -0.80
O 3.646 -4.221 -3.459 0.09 -0.04 -0.09
C 2.610 -4.844 -2.933 -0.09 -0.08 0.03
O 2.419 -6.022 -3.035 0.01 0.03 0.01
C 1.617 -4.022 -2.158 -0.01 -0.02 0.04
C 0.502 -4.583 -1.561 0.06 0.02 -0.05
N -0.169 -3.600 -0.943 -0.07 0.03 -0.03
N 0.437 -2.420 -1.125 0.05 0.14 0.22
C 1.532 -2.664 -1.844 0.04 0.01 -0.06
C 2.411 -1.485 -2.117 -0.09 -0.15 -0.07
O 3.409 -1.563 -2.790 -0.02 0.02 0.02
O 1.981 -0.379 -1.558 0.13 0.16 0.09
H 3.651 -3.255 -3.300 -0.01 0.05 0.04
H 0.170 -5.608 -1.560 0.00 -0.01 0.00
H -1.043 -3.665 -0.446 0.00 0.00 0.00
O 2.412 -1.853 1.761 0.02 -0.07 -0.09
C 1.647 -1.058 1.557 0.40 -0.06 0.66
C 2.211 3.499 0.058 0.02 0.01 -0.01
C 1.958 1.980 0.115 0.07 -0.04 -0.02
N 0.557 1.663 -0.268 -0.06 -0.14 0.17
C 0.287 2.216 -1.619 0.01 -0.05 -0.04
C 0.432 3.752 -1.618 0.00 0.01 -0.01
N 0.907 4.170 -0.258 0.00 0.01 0.00
C -0.113 3.817 0.782 -0.01 0.01 0.00
C -0.357 2.294 0.711 -0.04 -0.02 -0.04
H 2.917 3.774 -0.723 -0.01 0.00 -0.01
H 2.565 3.897 1.007 0.01 0.00 -0.01
H 2.121 1.599 1.121 0.00 0.01 0.00
H 2.619 1.451 -0.568 -0.01 0.01 0.05
H -0.724 1.935 -1.910 0.01 0.00 0.00
H 0.987 1.750 -2.311 0.00 0.00 0.01
H -0.511 4.261 -1.805 0.00 0.00 0.00
H 1.167 4.097 -2.343 -0.01 0.00 0.00
H 1.046 5.181 -0.255 0.00 0.00 0.01
H -1.013 4.389 0.571 0.00 0.00 0.01
H 0.283 4.131 1.746 0.00 0.00 -0.01
H -1.383 2.089 0.410 0.01 -0.02 0.00
H -0.189 1.836 1.683 0.00 0.00 0.01
N -2.460 -1.532 4.642 0.10 0.02 0.02
C -3.107 -0.619 3.887 -0.08 0.01 -0.03
O -3.787 0.285 4.313 0.02 -0.03 0.00
C -2.919 -0.720 2.389 -0.02 0.02 -0.01
C -4.033 -0.636 1.559 0.03 0.01 0.01
C -3.846 -0.593 0.188 0.02 0.00 0.01
C -2.556 -0.578 -0.310 -0.01 0.01 -0.01
N -1.477 -0.621 0.491 -0.08 -0.12 -0.09
C -1.662 -0.723 1.816 0.09 0.09 0.06
H -2.605 -1.499 5.641 -0.01 -0.01 0.00
H -2.071 -2.371 4.250 -0.04 -0.01 0.01
H -5.023 -0.595 1.995 0.00 0.01 0.00
H -4.683 -0.551 -0.494 0.00 -0.01 -0.01
H -2.365 -0.523 -1.374 0.00 -0.01 0.01
H -0.769 -0.756 2.426 -0.01 -0.02 0.01
```
Positions in Å, forces in eV/Å.


ORCA calculation (the ωB97M-V functional and the def2-TZVPD basis) on a 2-piece molecular cluster, C18H22NO4 overall at a distorted geometry.

Its total charge is +1. The HOMO energy is -9.97 eV. The electronic energy comes out at -28694.60031 eV. As for the spin multiplicity: 1. The calculation puts the energy above the lowest of the compared OMol25 structures with the same formula, charge and spin at 1.2572 eV. The calculation puts the HOMO-LUMO gap at 4.786 eV.

Structure (XYZ):
```
45
Properties=species:S:1:pos:R:3:forces:R:3
H 0.537 -0.572 0.143 -0.41 1.72 -1.29
C 0.369 1.825 -1.386 0.66 -1.98 0.50
H -0.171 1.818 -0.441 -0.13 0.36 -0.21
C 1.747 2.047 -1.361 0.07 -0.02 0.04
C 2.512 2.281 -0.086 1.46 1.17 1.30
O 3.655 2.712 -0.094 -1.47 -0.70 -0.71
O 1.855 2.036 1.073 -0.44 -0.04 -2.05
C 2.554 2.568 2.197 0.70 0.55 0.94
C 1.806 2.390 3.480 -0.51 -0.16 0.41
C 2.475 1.975 -2.542 -0.95 0.05 -0.43
N 1.831 1.559 -3.675 -0.48 0.36 0.70
C 0.560 1.054 -3.670 0.62 1.00 0.78
C -0.169 1.151 -2.483 0.08 -0.34 -0.47
C -1.451 0.368 -2.419 -2.33 -0.95 -0.35
O -2.023 -0.072 -3.408 1.55 0.99 1.01
O -1.949 0.177 -1.170 1.36 1.00 -1.03
C -3.298 -0.315 -1.203 -1.06 -0.45 -0.05
C -3.892 -0.444 0.174 0.07 0.04 0.48
H 3.534 2.095 2.259 0.00 0.02 -0.09
H 2.698 3.638 2.032 0.17 -0.08 -0.18
H 2.415 2.817 4.277 0.07 -0.02 -0.03
H 0.856 2.933 3.505 0.08 -0.17 -0.17
H 1.636 1.344 3.741 -0.05 0.01 -0.11
H 3.511 2.302 -2.604 -0.19 -0.26 -0.05
H 2.288 1.721 -4.567 0.11 -0.42 0.06
H 0.145 0.667 -4.595 0.11 -0.09 0.17
H -3.896 0.395 -1.783 0.16 -0.16 -0.10
H -3.305 -1.280 -1.719 0.04 0.21 0.06
H -4.916 -0.813 0.061 0.13 0.01 -0.06
H -3.352 -1.162 0.800 -0.01 0.17 -0.13
H -3.964 0.516 0.703 0.17 -0.20 -0.17
C 0.752 -1.382 0.769 1.26 -0.66 0.04
C 0.807 -2.573 -0.144 -0.68 -1.74 -0.01
C -0.001 -3.677 -0.187 2.12 0.73 -0.97
C -1.056 -4.069 0.692 -1.70 0.11 1.83
C -1.572 -3.401 1.776 -0.08 -2.13 -1.64
C -1.225 -2.119 2.272 1.35 2.01 0.92
C -0.231 -1.279 1.869 -1.26 -0.73 1.06
H 1.793 -1.097 1.097 -0.78 -0.58 0.14
H 1.644 -2.547 -0.856 -0.42 -0.02 0.20
H 0.257 -4.465 -0.937 -0.16 0.94 0.53
H -1.490 -5.057 0.486 0.20 0.47 0.12
H -2.362 -3.912 2.341 0.32 0.12 -0.33
H -1.789 -1.826 3.182 0.37 0.08 -0.79
H -0.127 -0.330 2.396 -0.14 -0.22 0.16
```
Positions in Å, forces in eV/Å.


ORCA calculation (the ωB97M-V functional and the def2-TZVPD basis) on C18H23AsN4PtS2Se as an isolated structure.

Its total charge is 0. The HOMO energy is -7.12 eV. The electronic energy comes out at -176102.79866 eV. As for the spin multiplicity: 1. The calculation puts the energy above the lowest of the compared OMol25 structures with the same formula, charge and spin at 1.0290 eV. The calculation puts the HOMO-LUMO gap at 6.253 eV.

Structure (XYZ):
```
50
Properties=species:S:1:pos:R:3:forces:R:3
Pt -0.691 -0.563 -0.144 -0.09 0.18 -0.16
S 1.291 -1.391 -0.817 0.58 0.01 -0.37
C 2.251 -1.551 0.613 0.64 -0.23 -0.27
C 3.668 -1.828 0.450 -0.89 0.14 0.16
N 4.791 -2.032 0.315 0.14 0.01 -0.08
C 1.681 -1.414 1.829 0.27 -0.04 0.80
S 0.019 -0.938 2.015 -0.11 -0.45 0.56
C 2.462 -1.591 3.041 -0.56 0.08 -0.67
N 3.062 -1.697 4.015 0.10 0.02 0.12
C -5.024 -2.410 -1.803 0.01 -0.09 -0.10
C -3.534 -2.112 -1.675 -0.01 -0.09 -0.17
As -3.112 -0.759 -0.358 0.30 0.47 0.81
C -4.089 -1.393 1.218 -0.12 -0.11 -0.02
C -3.323 -1.295 2.527 0.05 0.03 0.07
C -4.247 0.732 -0.921 -0.03 0.05 -0.13
C -3.581 2.098 -0.858 -0.02 0.07 -0.02
H -5.193 -3.175 -2.563 0.00 0.00 0.00
H -5.595 -1.529 -2.100 0.02 0.03 0.00
H -5.450 -2.780 -0.872 0.01 -0.01 0.03
H -3.116 -1.755 -2.618 -0.01 -0.02 -0.01
H -2.962 -2.998 -1.396 -0.04 -0.03 0.00
H -4.368 -2.427 1.012 0.00 -0.02 0.07
H -5.012 -0.813 1.263 -0.02 -0.06 0.01
H -2.446 -1.941 2.533 -0.06 -0.01 -0.03
H -3.965 -1.589 3.359 0.01 0.00 0.01
H -2.971 -0.280 2.721 -0.03 0.01 -0.03
H -5.134 0.697 -0.289 -0.03 0.03 -0.04
H -4.567 0.512 -1.941 -0.02 0.04 -0.01
H -3.179 2.322 0.131 0.00 -0.06 0.01
H -4.294 2.884 -1.115 -0.01 -0.02 0.01
H -2.755 2.168 -1.565 -0.05 0.01 -0.01
C 2.892 1.462 -2.818 -0.05 -0.08 0.25
N 2.751 1.535 -1.372 0.18 0.42 -0.08
C 1.609 1.569 -0.676 0.00 -0.09 -0.12
Se -0.174 1.576 -1.317 0.14 -0.10 -0.53
N 1.921 1.612 0.624 -0.09 0.14 0.20
C 3.299 1.583 0.796 -0.25 0.01 0.11
C 4.102 1.574 1.928 -0.04 -0.02 0.02
C 5.464 1.531 1.709 0.13 -0.03 -0.13
C 6.006 1.500 0.412 -0.08 0.00 0.11
C 5.199 1.509 -0.710 0.00 0.01 0.11
C 3.831 1.551 -0.482 -0.07 -0.10 -0.38
H 1.900 1.412 -3.256 -0.02 -0.01 -0.01
H 3.449 0.560 -3.067 0.00 0.00 -0.05
H 3.418 2.344 -3.180 0.01 -0.01 -0.02
H 1.206 1.521 1.334 0.05 -0.07 0.04
H 3.685 1.581 2.928 0.02 -0.02 -0.06
H 6.133 1.504 2.558 0.01 0.00 0.00
H 7.078 1.451 0.288 0.02 0.00 0.03
H 5.615 1.471 -1.707 -0.01 -0.01 -0.01
```
Positions in Å, forces in eV/Å.


ORCA calculation (the ωB97M-V functional and the def2-TZVPD basis) on C18H23AuN3O4 as an isolated structure at a distorted geometry.

Its total charge is +3. The HOMO energy (spin up / spin down) is -12.33 / -17.55 eV. Its expectation value of S² is 2.029. The electronic energy comes out at -35356.10012 eV. As for the spin multiplicity: 3. The calculation puts the energy above the lowest of the compared OMol25 structures with the same formula, charge and spin at 2.2495 eV. The calculation puts the HOMO-LUMO gap (spin up / spin down) at 3.072 / 4.468 eV.

Structure (XYZ):
```
49
Properties=species:S:1:pos:R:3:forces:R:3
Au 1.796 -0.114 -0.356 -0.52 0.02 0.38
C -1.264 -2.380 4.890 -2.64 -4.59 0.44
C -2.321 1.746 7.448 0.80 -1.72 -2.18
O -2.255 1.724 6.200 -0.27 1.66 0.32
C -1.687 3.025 5.564 1.04 1.08 1.21
C -1.728 2.951 4.083 -0.96 -0.96 -0.91
O -0.771 2.007 3.639 0.83 0.48 -0.67
C -0.004 2.465 2.522 0.33 -0.79 0.53
C 1.241 1.644 2.285 1.05 -0.57 -0.29
O 1.167 0.225 1.762 0.56 1.44 -0.22
C 1.145 -0.809 2.779 -0.76 -0.69 -0.53
C -0.347 -1.186 2.951 -0.48 -0.81 3.54
O -0.655 -1.348 4.498 3.53 5.48 -3.70
H -1.467 -3.135 4.110 -0.16 0.01 0.98
H -1.412 -2.528 5.967 0.16 0.05 -0.68
H -1.815 2.477 7.993 0.33 1.69 1.05
H -2.665 0.850 7.899 -0.80 -0.68 0.51
H -0.670 3.116 5.996 -0.35 -0.44 -0.48
H -2.220 3.897 5.978 -0.45 -0.68 -0.22
H -1.680 3.926 3.536 0.24 -0.48 0.94
H -2.709 2.528 3.820 -0.09 0.28 -0.02
H 0.424 3.455 2.694 -0.08 0.21 0.27
H -0.571 2.545 1.613 -0.70 -0.16 -0.44
H 1.902 1.654 3.183 -0.50 -0.27 -0.62
H 1.757 2.164 1.469 0.06 -0.07 0.30
H 1.683 -0.480 3.678 -0.59 0.07 -0.09
H 1.713 -1.674 2.381 -0.35 0.55 0.14
H -0.591 -2.175 2.586 0.17 -0.15 -0.39
H -1.068 -0.462 2.544 0.52 -0.02 0.33
N -2.316 -3.419 -9.275 -0.52 -0.30 -0.65
C -1.503 -2.891 -8.655 1.69 0.90 1.76
C -0.596 -2.330 -7.648 -2.30 -1.63 -3.53
C -1.157 -2.179 -6.407 -0.75 0.16 3.06
C -0.341 -1.789 -5.368 -2.21 -0.78 -0.56
C 0.952 -1.402 -5.636 1.09 1.31 1.91
C 1.472 -1.396 -6.929 -1.52 -2.07 -1.72
C 0.700 -2.017 -7.956 3.35 2.50 1.34
N 1.635 -0.853 -4.490 -0.09 -0.05 -3.10
C 2.504 0.251 -4.516 0.10 0.09 -1.78
C 2.713 0.580 -3.235 -0.25 -0.51 0.04
N 2.007 -0.312 -2.418 -0.37 -0.52 -0.22
C 1.358 -1.163 -3.222 1.84 2.30 1.66
H -2.219 -2.417 -6.295 0.45 0.15 0.25
H -0.690 -1.672 -4.364 -0.55 -0.10 0.16
H 2.472 -1.126 -7.056 1.38 0.51 -0.59
H 1.102 -2.075 -8.960 -0.05 -0.24 0.04
H 2.829 0.716 -5.490 -0.39 -0.63 1.48
H 3.333 1.372 -2.883 0.12 0.27 0.44
H 0.817 -1.989 -2.908 -0.96 -1.26 0.52
```
Positions in Å, forces in eV/Å.


Question: Which value of electronic energy does entry 4 give?
Answer: -35356.10012 eV